Record 1
{
  "formula": "C5H13NO",
  "method": "wB97M-V/def2-TZVPD",
  "elements": ["C", "H", "H", "H", "H", "C", "H", "H", "H", "H", "N", "C", "H", "H", "H", "H", "C", "O", "C", "H"],
  "xyz": [[0.56319, 0.63031, -1.90333], [-1.67982, 1.79230, 0.22517], [1.45296, -0.44462, 0.99681], [-0.43837, -2.85375, 2.49762], [0.17151, 1.23544, 1.32307], [1.09009, -0.91761, 0.08464], [-2.60191, 2.98402, -0.09150], [0.59075, -0.28346, -2.49983], [0.74192, 2.05505, 0.09857], [-0.79702, -0.31241, -0.59104], [0.04354, 1.36639, 0.35486], [0.45043, -2.16867, 0.69444], [-0.18047, 1.32393, -2.28566], [1.58174, 1.02376, -1.91249], [1.94186, -1.22825, -0.51357], [0.90875, -3.10909, 0.40601], [-0.35991, -2.09025, 1.74061], [-2.63006, 2.04110, 0.11248], [0.17198, 0.18146, -0.49436], [-1.02116, -1.22567, 1.75750]],
  "forces_ev_per_a": [[0.10, -0.94, 0.55], [-0.33, 0.29, -0.10], [0.79, -0.04, -0.23], [-0.61, -0.38, -0.31], [0.02, -0.68, 1.26], [-0.57, 0.13, 0.83], [-0.06, -0.21, 0.05], [-0.13, 0.21, -0.32], [-0.05, 0.04, -0.17], [-0.31, 0.36, 0.12], [0.13, 0.61, -1.19], [0.80, 0.05, -0.01], [0.17, 0.13, -0.18], [-0.10, 0.33, -0.03], [-0.03, 0.28, -0.35], [0.29, -0.03, 0.37], [-0.58, 0.10, -0.67], [0.12, 0.10, -0.03], [-0.06, -0.64, -0.49], [0.40, 0.28, 0.88]],
  "nbo_charge": [-0.608, 0.487, 0.217, 0.207, 0.369, -0.464, 0.456, 0.215, 0.364, 0.194, -0.851, -0.162, 0.224, 0.198, 0.217, 0.194, -0.412, -0.987, -0.050, 0.190],
  "smiles": "C=CC[C@H](C)N.O",
  "orbital_gap_ha": 0.37461,
  "largest_force_ev_per_a": 1.4,
  "charge": 0,
  "homo_energy_ev": -9.35,
  "de_lowest_kj_mol": 186.36
}


Record 2
{
  "formula": "C60H130N6O8",
  "method": "wB97M-V/def2-TZVPD",
  "elements": ["C", "H", "H", "H", "C", "H", "H", "H", "C", "H", "H", "O", "H", "H", "C", "H", "H", "H", "H", "C", "O", "H", "C", "C", "N", "H", "H", "H", "N", "C", "H", "H", "C", "C", "H", "H", "N", "H", "H", "N", "H", "C", "H", "C", "H", "C", "H", "H", "C", "C", "H", "C", "H", "H", "H", "H", "H", "H", "H", "C", "H", "H", "H", "C", "C", "H", "H", "H", "O", "C", "H", "H", "C", "H", "O", "H", "H", "H", "C", "H", "H", "H", "H", "H", "H", "H", "C", "H", "H", "H", "H", "C", "H", "H", "H", "H", "H", "H", "H", "H", "C", "H", "C", "H", "C", "H", "C", "C", "H", "H", "C", "C", "C", "H", "H", "H", "N", "H", "H", "H", "O", "C", "H", "H", "H", "C", "C", "H", "C", "H", "H", "C", "H", "C", "H", "C", "H", "C", "H", "H", "H", "C", "H", "H", "H", "H", "H", "H", "H", "C", "C", "C", "C", "C", "H", "C", "H", "H", "H", "H", "H", "H", "H", "N", "C", "C", "H", "C", "H", "C", "H", "H", "H", "C", "C", "H", "H", "H", "H", "H", "H", "H", "H", "C", "H", "H", "C", "H", "H", "H", "H", "H", "O", "O", "H", "C", "H", "H", "C", "H", "O", "C", "C", "C"],
  "xyz": [[-3.64186, -2.99996, 5.22824], [7.42398, -1.55668, -0.10144], [4.40464, -1.64505, -4.89144], [4.13446, -3.39442, -8.71036], [4.67547, 7.91571, 0.95003], [-4.08820, 3.18120, 0.73294], [4.17664, -5.72523, -9.18554], [-5.00434, -4.32962, -0.49534], [-3.89694, 6.27146, -2.90443], [4.29059, 4.97252, 0.75056], [3.32378, -2.00059, -7.08259], [-1.66248, 5.80930, 2.86915], [-4.79602, -5.22885, 3.61187], [-4.03477, -1.77712, -2.19442], [-4.74549, 5.72272, -0.49697], [-4.09881, 6.51369, 1.36738], [-6.45163, 4.34566, -0.40755], [3.32802, 6.25992, -0.77373], [-2.38029, 6.12178, 4.65907], [-1.63897, -4.04072, -2.97043], [5.43096, -3.83631, 0.95982], [-3.01196, -2.48390, -1.09606], [4.32514, -2.35916, -6.84423], [-2.99168, -5.41096, 4.64093], [4.01378, -4.94137, -5.71219], [-1.96355, -5.55126, 2.64777], [2.66947, -0.38032, -1.64078], [-5.74134, -3.14854, 4.11849], [-3.77314, 4.59297, -0.45801], [-4.20631, -6.06558, 3.98631], [1.95295, 7.00563, -1.52262], [-4.02185, -6.84953, 3.25180], [2.12605, 7.35632, 0.64303], [2.27757, 6.50189, -0.61215], [-3.10732, 2.61790, -2.34442], [0.19465, -0.54422, -1.31608], [-4.18557, -4.35089, -2.83491], [2.73763, -6.14310, -4.99860], [-1.53529, -4.74951, -0.91667], [1.83275, -0.91582, 1.70250], [-1.99390, 4.96824, 2.54605], [-3.06776, -3.37200, -3.08620], [5.26464, 8.83234, 0.92175], [-1.35707, 5.29074, -1.00181], [-3.41819, -4.74895, 0.06721], [6.34347, -2.29567, 2.43559], [-2.36741, -2.21972, -4.76786], [-2.98113, -3.77475, -5.22497], [-2.02759, -6.55975, 5.20093], [3.29589, 5.71869, 4.01449], [1.60443, 2.00059, 1.68168], [4.51008, -3.58070, -7.70422], [4.24002, 5.43057, 4.47675], [-0.51272, 1.27416, 2.31020], [7.09938, -2.99187, 2.79890], [2.96345, 1.36848, 2.67854], [2.86057, -2.88114, -3.23607], [6.72457, -1.27876, 2.52909], [-6.89054, 6.03393, -0.00169], [-4.26398, -5.12953, -0.50541], [-0.24719, 6.88795, 5.72227], [4.92073, 7.29009, 0.09180], [6.84075, -2.88925, -1.08605], [-5.01950, -6.65214, -2.31793], [2.07757, -2.52129, -0.42004], [-0.45660, 3.77487, 4.44526], [1.71234, 5.57438, -0.52078], [5.58733, -3.71910, -7.79625], [3.68434, -6.13891, -5.15771], [4.10491, 4.86855, 1.81958], [5.90351, -4.67923, -3.63284], [-3.07783, 4.35153, -3.67385], [-4.17839, 6.89036, 0.34762], [3.13672, 8.91102, -0.25409], [3.17445, -1.17369, 2.09391], [5.37108, -3.27099, -2.96049], [-0.61947, -5.60922, -2.10523], [0.49644, 8.69582, 1.44175], [-0.37429, 0.43821, 0.49241], [2.02231, -4.65058, -8.47349], [-2.32936, 2.46510, -0.86798], [-5.82523, -3.88037, -3.78785], [-5.99912, -6.17506, -2.28898], [2.99041, 9.19230, 1.47885], [4.86851, 7.82434, 3.14848], [2.18497, -2.59687, -4.75537], [4.75746, -2.55216, -5.38212], [4.45146, -4.84908, -2.77372], [5.54081, -2.33246, 3.17212], [-5.40325, -1.81851, 4.91965], [-2.63032, -6.94746, -1.48333], [1.88103, 1.41704, 2.55979], [3.14207, -2.67401, -0.59783], [2.30977, 0.85037, -0.36423], [-4.19499, 6.59066, -3.90312], [-3.73989, -3.67291, 2.40320], [-1.63027, -7.10895, 4.34733], [5.83554, -2.57637, -5.22319], [0.50153, 5.99118, 2.40837], [-1.40403, 2.83289, -2.38511], [-1.59394, -5.15453, -1.92693], [0.16170, 1.31861, 0.13784], [-6.13704, 5.25381, 0.10665], [-3.23582, -1.61236, 3.56098], [-5.15989, -2.87796, 4.99986], [1.69476, -3.22733, 0.31688], [1.65838, -1.10506, 0.18145], [2.63701, -0.16836, -0.57208], [0.50177, -1.37481, 3.96917], [3.36946, 4.06808, 1.73935], [3.76752, -4.78735, -7.17415], [-2.74324, -3.57694, 2.83399], [4.67110, 7.18623, 2.28712], [0.64798, 6.61282, 4.26535], [-1.46549, -4.56421, -3.91062], [-1.49564, 6.32411, -0.68391], [-3.17478, -4.35488, 5.65298], [-2.03562, 5.50436, -3.49539], [-1.82853, -2.31832, 4.12501], [-0.98316, -0.48866, 2.39202], [-5.46302, -3.70640, -2.91600], [-2.86717, -2.57468, 3.91617], [-0.66779, 7.75985, 4.34817], [5.08928, 4.59316, 2.19810], [1.71105, -5.48279, -6.97089], [1.15782, 0.06539, 2.54508], [3.54405, 6.16947, 2.49110], [-4.93819, -7.12956, -3.29445], [-3.03287, -2.20403, -2.14931], [-0.02431, 7.08675, 0.78366], [-5.68996, -3.25284, 5.87541], [4.21002, -5.93668, -8.11676], [-4.91126, 7.69712, 0.35889], [-1.43757, 5.72379, 4.28361], [5.15522, -1.97627, 0.51966], [-2.88863, 5.12690, -2.93149], [-3.18100, 7.20686, 0.04243], [-3.16409, -2.93311, -4.55693], [-2.65528, -6.44577, -3.18632], [2.57529, 4.91730, 4.17757], [-0.54167, 5.45678, -1.70583], [-2.28366, 3.05745, -1.78184], [-2.05598, -2.20680, 6.61647], [-1.13816, -6.21588, 5.72892], [-5.75342, 5.21356, -2.35588], [1.42668, -2.65442, -1.28417], [-1.31632, 4.37115, 5.99838], [3.11463, -2.10639, 2.31318], [-2.46571, -1.31361, -2.42054], [7.16028, -2.61411, -0.08092], [5.97955, -2.55952, 0.93002], [1.07394, -0.45026, 4.04614], [-2.73156, -6.09632, -2.15669], [-1.29615, 4.29044, 4.91156], [2.98284, 6.58013, 4.60442], [3.23759, 8.44415, 0.72568], [6.15834, -4.46258, 0.97734], [0.50732, 8.50872, -0.19087], [3.74818, -6.92170, -8.04930], [1.48966, 1.92490, 3.44126], [-1.15619, -4.55518, 3.83404], [-5.94155, 4.97798, 1.14289], [-4.66250, -5.97295, 0.05843], [2.22228, 6.51571, 1.84351], [-2.62349, 4.56988, -1.52437], [-3.11427, -2.06861, 6.39509], [-3.01361, -5.18333, 7.21600], [0.23891, -0.77281, -0.25124], [-2.15185, -3.31116, 1.95779], [-4.07073, -5.49310, -1.95673], [-3.42939, 7.20034, -2.57783], [-2.17763, 3.69150, 4.68272], [-1.40439, 0.51740, 0.14496], [-0.26328, 0.24883, 2.03712], [-5.08693, 6.01540, -2.03818], [-4.16708, -2.58748, -4.80720], [-3.22889, -1.03037, 6.08363], [-5.71053, 6.90939, -2.03571], [5.25999, -6.16999, -7.94005], [-2.57742, -7.30884, 5.77069], [-5.13128, -7.41811, -1.55053], [5.63581, 6.69214, 2.17183], [3.61695, -0.33238, -0.12383], [4.07967, -3.82424, -4.71708], [-4.89582, -6.55137, 4.67673], [-3.65512, -2.21127, 7.33064], [2.67869, -3.38421, -4.18577], [0.79615, 0.25340, 4.83087], [2.05702, -0.86913, 4.26109], [-0.33604, -1.68909, -0.11723], [8.01950, -3.26358, 0.08655], [-0.88427, 4.80669, -0.14726], [-3.53461, 3.96469, 0.76885], [-3.77066, -4.78322, 6.78197], [1.81633, -3.87819, -6.85924], [4.96435, -4.15925, -3.44391], [4.98918, -1.64715, -7.33432], [2.03165, -4.22434, -3.93351], [0.68159, 7.91362, 0.70556], [-0.96528, -3.19328, -2.84354], [1.26041, 5.55388, 2.01538], [-0.36305, 6.75672, 4.64641], [2.29705, -4.68041, -7.41910], [-2.13747, -4.83483, 3.45063]],
  "forces_ev_per_a": [[1.40, -0.44, -0.35], [0.93, -0.02, -0.45], [0.02, -0.14, 0.58], [0.00, 0.09, -0.07], [-2.75, 1.15, -0.14], [-0.04, -0.18, 0.00], [-0.35, 0.76, 0.13], [-0.26, -0.05, 0.30], [0.19, 0.26, -0.65], [0.16, 0.79, -0.24], [-0.26, 0.23, 1.01], [1.01, -0.51, -0.11], [-0.12, -0.32, -0.69], [-0.47, 0.14, -0.02], [-0.30, -0.60, -0.19], [0.12, 0.06, 0.08], [-0.11, 0.07, -0.13], [-0.02, -0.20, 0.03], [-0.03, 0.05, 0.69], [-1.98, -0.52, -0.18], [-1.34, -2.11, -0.32], [0.85, -0.07, 0.03], [0.86, 0.16, -0.99], [2.32, -1.49, -0.97], [2.27, 1.61, -0.54], [-0.21, -0.47, 0.32], [-0.09, 0.06, 0.03], [0.94, -1.21, -0.40], [-0.49, 0.27, -3.97], [-1.29, 0.52, 1.03], [-0.18, 0.19, 0.01], [0.48, 0.46, -0.27], [-0.42, -0.63, 1.19], [0.31, 0.02, -0.45], [-0.25, 0.19, -0.24], [0.34, -0.21, -0.18], [0.67, 0.56, -2.02], [-0.62, -0.06, 0.09], [-0.24, -0.03, 0.15], [-0.89, -2.06, -1.44], [-0.21, -0.19, -0.23], [1.15, -1.26, -0.66], [0.58, -0.38, 0.24], [0.45, 0.49, 0.75], [0.31, -0.06, -0.43], [0.43, 1.51, -0.96], [-0.31, 0.39, -0.07], [0.01, -0.24, 0.17], [-0.96, 0.32, -0.46], [0.58, 1.55, -0.76], [0.28, 0.13, -0.05], [0.13, 0.19, 0.38], [0.17, -0.22, -0.27], [-0.61, -0.20, 1.07], [0.16, -0.06, -0.34], [-0.06, -0.27, -0.18], [0.04, -0.06, 0.23], [0.36, 0.09, 0.14], [0.07, -0.04, 0.19], [-1.06, 0.42, 0.94], [-0.12, -0.48, 0.22], [0.35, -0.16, 0.27], [-0.53, 0.11, 0.09], [-2.02, 1.14, 0.16], [-1.75, 0.67, 2.18], [0.34, -0.06, 0.57], [-0.01, 0.01, 0.08], [0.06, -0.69, 0.05], [-0.13, -1.02, 0.27], [-0.35, 0.04, -1.13], [-0.06, -0.29, -0.89], [-1.30, -0.42, 0.43], [-0.84, -0.52, -0.33], [0.29, 0.45, -0.08], [-0.41, 0.31, -0.27], [-0.91, 0.34, 0.22], [0.00, -0.52, 0.28], [0.30, -0.50, 0.77], [0.77, -1.92, -0.09], [0.03, 0.18, 0.01], [0.71, 0.20, 0.20], [0.27, -0.36, -0.20], [-0.47, -0.15, -0.28], [-0.09, -0.07, 0.15], [-0.65, 0.48, -0.06], [-0.16, -0.47, -0.58], [-1.55, -0.53, -0.33], [-0.22, 0.45, 0.29], [-0.51, -0.25, -0.61], [0.24, 0.48, 0.64], [-0.13, -0.16, -0.06], [-0.49, 0.22, 0.30], [-0.19, 0.13, -0.05], [0.34, 0.29, -0.36], [-0.23, -0.48, -0.31], [-0.23, -0.85, -0.07], [-0.13, 0.02, -0.19], [0.06, -0.22, -0.49], [-0.34, 0.08, 0.20], [0.31, 0.43, 0.34], [1.45, 1.28, -0.11], [-0.07, 0.23, 0.28], [1.85, -0.10, -0.18], [-0.61, -0.01, 0.03], [-0.58, 1.23, 0.85], [0.29, -0.57, -0.01], [2.01, 0.92, -0.75], [-0.38, 0.31, 1.16], [-0.70, 0.21, 0.53], [0.06, -0.27, 0.96], [-0.27, -0.92, -0.29], [-0.97, -0.95, -0.42], [1.29, 0.26, -0.17], [-0.12, -0.40, -0.20], [0.33, 0.26, -0.24], [-0.69, -0.01, 0.11], [1.57, 1.08, -3.95], [0.87, 0.32, 1.08], [0.19, 0.01, 0.88], [0.14, 0.02, 0.10], [0.61, -0.14, 1.21], [0.94, 1.21, 1.01], [-0.21, -0.09, -0.47], [-0.34, -0.40, 0.53], [0.42, -0.81, -0.21], [0.50, 0.16, 0.69], [-0.79, -3.02, -0.26], [0.53, 0.29, -0.03], [-2.65, 1.11, 0.58], [-0.07, 0.35, -0.09], [-0.06, -0.07, -0.01], [1.52, -1.25, 0.74], [0.24, 0.34, -0.03], [-0.77, 0.31, 0.73], [0.39, 0.73, 0.32], [-1.13, 0.89, -0.63], [-0.28, 0.17, -0.15], [-0.19, -0.29, 0.19], [-0.03, -0.26, -0.10], [0.05, 0.04, -0.55], [-0.16, -0.70, -0.59], [-1.28, -0.05, 0.48], [-0.03, -0.37, -0.36], [-0.25, 0.35, 0.26], [0.34, -0.24, -0.28], [0.49, -0.03, -0.34], [0.66, -0.02, -0.07], [0.34, -0.22, 0.16], [0.83, -0.56, 0.04], [-0.74, 1.77, 0.27], [0.96, -1.64, 0.90], [1.09, -1.31, -1.88], [1.65, -0.30, -0.11], [-0.34, 1.09, -1.35], [-0.27, 0.18, -0.04], [-0.86, -0.51, -0.87], [-0.09, -0.20, 0.08], [-0.24, -0.42, -0.57], [-0.61, 0.21, 0.59], [0.09, 0.45, -0.07], [0.14, 0.03, 0.11], [-0.42, 0.24, 0.18], [-0.04, 0.02, 0.11], [2.51, 2.24, 1.94], [1.84, -1.39, 1.09], [-0.91, 0.11, -0.79], [-0.20, -0.10, 0.74], [-0.41, 0.06, 0.69], [0.37, 0.64, 0.25], [0.04, -0.79, 0.27], [0.38, -0.07, 0.55], [-0.20, 0.09, -0.26], [-0.12, 0.21, 0.33], [-0.16, 1.66, -1.77], [-0.02, 0.20, 1.99], [0.19, 0.58, 0.05], [-0.15, 0.14, 0.06], [-0.10, 0.14, 0.12], [0.27, 0.13, 0.15], [0.01, 0.15, 0.36], [0.68, 0.02, 0.07], [-0.07, -0.86, 0.77], [0.13, 0.23, -0.22], [0.46, 0.98, -0.21], [0.18, 0.03, 0.56], [-0.18, -0.08, -0.14], [0.79, 0.24, 0.63], [-0.32, -0.04, -0.40], [0.30, 0.46, 0.34], [-0.52, 0.03, 0.20], [-0.07, 0.12, 0.87], [-0.22, -0.27, 0.18], [0.57, 0.75, 0.00], [-1.13, -1.03, 1.69], [0.26, 0.80, -0.40], [0.07, -0.92, -0.95], [-0.01, 0.56, 0.33], [-0.18, -0.03, -0.30], [0.69, 0.99, -0.91], [0.35, -0.38, 0.07], [-0.02, -1.31, -0.66], [0.01, 0.28, 0.43], [-1.96, 0.52, 0.57], [-0.73, 0.65, 0.19]],
  "mulliken_charge": [1.815, 0.355, 0.307, 0.442, -0.673, 0.273, 0.382, 0.387, -0.853, 0.396, 0.306, -0.367, 0.329, 0.521, 1.315, 0.273, 0.445, 0.350, 0.256, -1.418, -0.563, 0.118, -0.797, 1.452, 0.222, 0.567, 0.359, 0.300, 0.237, -1.750, 0.495, 0.326, 1.580, -1.597, 0.680, 0.479, 0.474, 0.345, -0.140, 0.486, 0.083, 1.972, 0.413, -2.130, -0.020, -1.411, 0.372, 0.444, -1.888, -1.892, 0.111, -1.204, 0.453, 0.276, 0.371, 0.336, 0.106, 0.336, 0.393, -1.565, 0.455, 0.379, 0.199, -2.087, -1.495, 0.112, 0.096, 0.379, -0.437, -1.446, 0.538, 0.495, -1.436, 0.414, -0.304, 0.446, 0.495, 0.309, -0.462, 0.406, 0.014, 0.345, 0.498, 0.411, 0.430, 0.334, -1.142, 0.351, 0.308, 0.459, 0.397, -1.880, 0.146, 0.354, 0.483, 0.038, 0.425, 0.517, -0.156, 0.348, -0.070, 0.064, -1.888, 0.749, -1.812, 0.449, 2.279, -1.815, 0.507, -0.088, 1.647, -0.340, -1.129, 0.042, 0.444, 0.285, 0.384, 0.413, -0.038, -0.348, -0.476, -1.110, 0.342, 0.543, 0.385, 1.568, 1.577, 0.373, -1.959, 0.006, 0.433, -1.968, 0.441, 0.700, -0.679, -1.499, 0.284, -1.972, 0.415, 0.144, 0.512, -2.327, 0.404, 0.427, 0.390, 0.159, 0.450, 0.322, 0.574, -1.249, 1.700, -1.791, -1.610, -1.352, 0.474, -1.366, 0.355, 0.542, 0.367, 0.404, 0.386, 0.406, 0.439, -0.022, 2.841, -1.880, 0.375, -1.354, 0.401, 1.970, 0.346, 0.444, 0.452, -0.422, -1.219, 0.427, 0.378, 0.484, 0.469, 0.453, 0.384, 0.296, 0.300, 1.906, 0.392, 0.396, -1.517, 0.254, 0.412, 0.087, 0.399, 0.320, -0.357, -0.515, 0.368, -2.259, 0.381, 0.420, -1.599, 0.258, 0.726, -1.138, -1.782, -1.585],
  "smiles": "CC1(C)CCCC(C)(C)N1O.CC1(C)CCCC(C)(C)N1O.CC1(C)CCCC(C)(C)N1O.CC1(C)CCCC(C)(C)N1O.CC1(C)CCCC(C)(C)N1O.CC1(C)CCCC(C)(C)N1O.CC(C)O.CC(C)O",
  "orbital_gap_ha": 0.28612,
  "largest_force_ev_per_a": 4.4,
  "charge": 0,
  "homo_energy_ev": -7.46,
  "de_lowest_kj_mol": 511.50
}


DFT total energy: -328.24787 -3294.05466 (Eh)